ORCA calculation (ωB97M-V/def2-TZVPD) on one molecule with the formula C2H4N2O at a distorted geometry.

CARTESIAN COORDINATES (ANGSTROEM)
C  0.75  -0.25  0.37
C  -0.68  -0.29  -0.12
N  -0.02  0.88  -0.25
N  -1.81  -0.83  0.01
O  2.08  -0.43  -0.11
H  0.67  -0.16  1.48
H  -0.43  1.72  0.15
H  -2.50  -0.26  -0.47
H  1.93  -0.39  -1.05

Kohn-Sham gap: 10.41 eV
Relative energy (zero: lowest compared OMol25 entry of this formula, charge and spin): 59.9 kcal/mol

ORCA calculation (ωB97M-V/def2-TZVPD) on a 2-piece molecular cluster, C15H20N2O2 overall at a distorted geometry.

CARTESIAN COORDINATES (ANGSTROEM)
C  3.13  -1.28  -0.55
N  2.19  -2.07  -1.05
O  1.98  -3.20  -0.52
O  1.51  -1.68  -2.07
H  3.30  -0.33  -1.04
H  3.70  -1.65  0.28
C  -3.69  0.08  -2.83
C  -4.01  -1.02  -1.81
C  -2.75  -1.75  -1.35
N  -1.71  -0.81  -0.91
C  -1.03  -0.99  0.22
C  -0.15  -0.03  0.76
C  0.69  -0.28  1.82
C  1.65  0.67  2.32
C  2.65  0.26  3.24
C  3.63  1.14  3.68
C  3.63  2.47  3.24
C  2.65  2.91  2.34
C  1.66  2.02  1.89
C  -1.37  0.21  -1.91
C  -2.60  1.01  -2.31
H  -3.35  -0.38  -3.76
H  -4.60  0.66  -3.05
H  -4.50  -0.57  -0.94
H  -4.70  -1.74  -2.24
H  -2.98  -2.43  -0.52
H  -2.34  -2.33  -2.19
H  -1.19  -1.94  0.75
H  -0.14  0.96  0.30
H  0.65  -1.26  2.31
H  2.63  -0.78  3.58
H  4.40  0.79  4.38
H  4.40  3.16  3.59
H  2.64  3.94  1.99
H  0.90  2.38  1.20
H  -0.58  0.87  -1.54
H  -0.99  -0.32  -2.80
H  -2.32  1.75  -3.06
H  -2.97  1.56  -1.43

Kohn-Sham gap: 4.54 eV
Relative energy (zero: lowest compared OMol25 entry of this formula, charge and spin): 158.3 kcal/mol

ORCA calculation (ωB97M-V/def2-TZVPD) on C7H5Na2O3 as an isolated structure at a distorted geometry.

CARTESIAN COORDINATES (ANGSTROEM)
O  4.40  -1.24  -1.88
C  3.24  -0.79  -1.79
C  2.12  -0.27  -1.68
C  0.77  0.24  -1.60
C  0.37  1.36  -0.83
O  -0.61  2.21  -1.12
Na  -3.02  0.94  1.71
H  0.11  0.04  -2.47
H  1.05  1.64  -0.01
C  -0.28  -0.44  2.50
C  -0.67  -1.19  1.45
C  -0.92  -0.65  0.08
O  -2.17  -0.38  -0.14
Na  -3.47  1.05  -1.61
H  -0.09  0.63  2.39
H  -0.05  -0.89  3.46
H  -0.77  -2.27  1.57

Kohn-Sham gap (alpha / beta): 3.72 / 3.29 eV
Net charge: -1

ORCA calculation (ωB97M-V/def2-TZVPD) on one molecule with the formula C10H18N2O at a distorted geometry.

CARTESIAN COORDINATES (ANGSTROEM)
C  -0.04  1.65  0.71
C  -0.68  -0.86  -2.68
C  0.37  -2.07  -2.68
C  -0.82  -0.47  -1.28
C  1.27  -1.68  -1.59
C  0.28  0.35  1.48
C  0.39  -0.98  -0.60
C  -1.44  2.25  0.90
C  1.50  0.66  2.48
C  -0.86  -0.22  2.35
N  0.82  -0.73  0.65
N  0.72  1.89  -0.29
O  0.69  2.82  -1.14
H  -0.59  0.04  -3.33
H  -1.71  -1.26  -3.13
H  -0.28  -2.95  -2.41
H  0.75  -2.28  -3.63
H  -0.87  0.53  -1.17
H  -1.66  -0.94  -0.86
H  1.93  -2.36  -1.04
H  1.87  -0.89  -2.06
H  -2.25  1.43  0.98
H  -1.65  2.93  -0.05
H  -1.54  3.03  1.84
H  2.34  0.95  1.92
H  1.73  -0.22  3.04
H  1.32  1.47  3.14
H  -1.75  -0.45  1.73
H  -1.11  0.28  3.24
H  -0.49  -1.19  2.67
H  1.77  -0.75  0.82

Kohn-Sham gap (alpha / beta): 5.34 / 5.34 eV
Relative energy (zero: lowest compared OMol25 entry of this formula, charge and spin): 135.8 kcal/mol

no.,E (a.u.)
1,-263.26778
2,-843.37435
3,-819.88606
4,-576.37628